Entry 1:
The following is a quantum chemistry calculation of 7 unconnected molecules or ions with the total composition C47H59BBr2F40N2O17S2 at a distorted geometry, from the OMol25 dataset.

```
170
C47H59BBr2F40N2O17S2 (ωB97M-V with the def2-TZVPD basis set)
C 0.47476 -0.76462 -3.89822
C 2.16517 -0.49377 1.07501
F 5.16246 -2.10087 4.71843
O 2.40650 -0.34441 -2.03674
C -4.17255 -1.21819 1.77916
C 1.28290 -4.75944 0.12005
F 9.55146 2.58011 5.77773
C 0.72413 -2.37881 0.23038
H -8.38027 -1.66541 -2.16250
F -14.45362 2.40133 1.26863
O 0.66499 -3.68801 0.81005
O -3.86404 -4.04257 -1.10127
H 4.11951 -7.55849 0.75084
C -14.17721 1.09804 1.07383
F 2.86151 5.08113 1.72212
H 1.59276 0.29526 0.50299
H -10.23154 1.95989 -0.18821
N 2.12174 -1.87155 0.52068
B -2.90919 -3.81387 -2.18564
C 3.34608 -6.04417 -0.80689
H 2.03901 2.74589 0.97953
C 1.22714 0.23645 -4.88279
C 3.00367 6.34647 2.16978
H 2.96886 2.03762 2.43794
H 4.25736 -0.70150 0.24155
C 0.47080 -2.28267 -1.33921
H 6.17989 0.85508 10.78766
C -12.68083 0.83383 0.93035
H 4.94155 1.78740 0.31530
F -6.83354 0.06404 1.24006
H 1.13315 -3.01006 -1.94002
C 3.72423 -0.02547 0.99217
Br -0.48477 -4.90459 -3.34609
H -10.18714 3.26835 0.98277
F -0.91278 -0.65682 -4.09745
N -3.43671 -3.57620 -3.54800
F -1.26805 1.74055 -5.65023
C 1.02622 1.78935 -4.60397
F -2.13128 -0.25505 2.62522
F 4.96370 -1.80712 2.58756
F 9.99557 0.64843 6.62203
F 1.61477 2.22852 -3.39781
H 2.48862 -7.97164 -0.08056
H 3.27182 2.90486 -8.33952
O -7.99229 -0.81066 -4.03341
H 3.14549 -5.41908 1.30591
H 9.54004 -2.33731 4.22659
F -5.74438 2.18210 4.24159
F -7.33064 0.20626 3.40761
C -0.35491 -1.54688 1.11586
F -4.52498 -0.42285 4.14729
H -0.05517 -1.54882 2.22344
F -4.63481 -2.47575 1.29817
C 2.08794 1.16027 -8.85467
H -1.33309 6.88653 2.23010
H 3.48153 -4.01853 0.07999
F 4.84800 2.92794 -12.96365
H 9.68208 -1.02564 5.38300
H -0.15275 -6.79262 2.72344
O 4.29707 1.69592 -9.70606
C 5.68694 -1.44394 3.66464
H 6.95050 -0.23958 9.61864
H -6.70506 0.19945 -1.84546
C -0.52110 7.34876 1.66535
S -5.74258 2.14474 2.59295
H -10.21559 1.59962 2.85199
F 0.88545 -2.07326 -4.29128
H -1.22330 -4.40064 -0.83482
H 2.71482 -6.02483 -1.74965
C 3.84835 1.46808 0.44206
H 0.22953 -6.91845 0.09965
H 2.24764 0.11210 -9.11969
C 5.16700 2.32576 -11.80735
C -6.49414 -1.57810 -5.68463
O 7.89062 -1.06122 4.41361
H -4.45631 -3.72558 -3.48205
O -6.25606 -2.05965 -3.31822
C 9.87239 1.95813 6.92225
F -4.10352 -0.38865 0.65567
F 1.76315 2.46176 -5.61849
F 2.62933 0.03097 -4.92819
C -7.77300 0.40729 -1.94601
F -0.34637 3.70291 -5.10017
C -2.67167 -1.51852 2.29226
O 1.92788 8.37303 1.38134
O -0.87085 -2.48054 -1.79682
O -11.99195 1.52709 1.85494
O 0.08209 0.50350 -1.55319
H 9.71332 0.65197 3.52590
H 1.56547 1.62550 -9.69371
C 0.64979 -6.10243 0.78485
F 6.38485 2.78418 -11.45711
H -2.39496 -2.12508 0.18955
H -1.75416 -3.36479 1.43265
O -12.18204 0.08733 0.13223
F -14.87384 0.71871 -0.00865
O 3.31235 3.45032 -10.72036
C 8.85874 2.21075 8.03482
H 6.28804 1.29322 9.07375
H 1.50587 -5.75896 2.78116
F 4.17841 6.78745 1.69355
H 1.91756 -0.42486 2.19684
H 4.21188 -0.11145 2.01067
C -1.80807 -2.27264 1.14595
F 5.43779 -0.13645 3.87136
H -1.77610 7.79369 -0.03287
H -8.19611 0.53622 -0.94900
F -14.70154 0.43386 2.12222
C -6.25267 0.35709 2.49222
C -9.90972 2.22365 0.82216
H 3.90220 1.38162 -7.73085
H -0.04298 7.76739 -0.40274
H -10.31948 0.27978 1.69639
C 9.97124 -0.39632 3.35579
S 0.94249 -0.61342 -2.08884
O 0.66651 6.59845 1.96221
C 9.31046 -1.28180 4.39289
F 11.10285 2.38939 7.25916
H 1.06819 -4.89539 -0.98446
F -7.27304 -2.44618 -6.35812
C -8.47908 -0.71097 -2.68549
H 3.68170 3.46531 1.43485
F 0.79842 -0.11948 -6.19128
F 5.31621 1.01682 -12.08700
H -8.82467 2.13439 0.87388
C -5.17151 -0.72932 2.92670
F 3.14016 6.26514 3.50780
F -5.22382 -1.96687 -5.88343
H -4.07167 -4.99971 -1.09697
C 0.67659 -6.24594 2.18411
C 2.86909 -4.94616 0.29847
F -2.67075 -2.42723 3.39693
Br 4.42389 -8.59399 -1.64396
H 3.34797 1.56885 -0.58026
C 4.13401 2.57484 -10.71169
C -0.83189 7.29042 0.18302
F -5.94163 -1.88404 3.25571
F -6.62940 -0.38717 -6.29638
O 7.64584 -2.48894 2.68816
C -0.46001 2.34812 -4.69949
F -5.38194 3.76154 2.60801
F -7.37575 2.56255 2.54413
H -0.89799 6.25323 -0.15473
C 1.83339 7.24215 1.77313
H 4.39771 -5.71044 -1.12955
O 8.05330 3.10017 8.04868
H 1.44407 1.20853 -7.97674
O 9.01953 1.31534 9.02663
H 9.63135 -0.64945 2.34899
F -4.12912 1.83191 2.47259
C 3.41066 1.84936 -8.58628
H 2.44285 -2.46063 1.31176
H -0.43035 8.37927 2.01750
C 8.15090 1.46948 10.15983
C -6.86358 -1.51984 -4.20503
C -1.29079 -3.84726 -1.82635
C 3.51437 -7.51072 -0.20599
F -5.78678 2.21915 0.90832
C 6.81257 0.80743 9.89953
H -7.86516 1.34819 -2.49435
H -3.21614 -2.62138 -3.85422
F -1.16384 2.37151 -3.50406
H -9.54620 -0.49079 -2.75320
C 3.07090 2.52084 1.41161
H -0.54899 -0.51020 0.70732
H 8.03428 2.52387 10.42204
H 11.05679 -0.50416 3.39239
H 8.64524 0.98171 11.00215
C 7.17526 -1.73665 3.49691
C -10.56952 1.33199 1.85446
```

Gap between HOMO and LUMO in eV: 7.81
SMILES string: C=C[C@H](CCCBr)O[C@@](CCC(F)(F)C(F)(F)C(F)(F)C(F)(F)S(F)(F)(F)(F)F)(NCCCC)[C@@H](O[C@H](Br)B(N)O)S(=O)(=O)C(F)(F)C(F)(F)C(F)(F)C(F)(F)F.CCOC(=O)C(F)(F)F.CCOC(=O)C(F)(F)F.CCOC(=O)C(F)(F)F.CCOC(=O)C(F)(F)F.CCOC(=O)C(F)(F)F.CCOC(=O)C(F)(F)F
Total charge: 0

---

Entry 2:
The following is a quantum chemistry calculation of a molecular structure, C47H59IrN4O5SSb at a distorted geometry, from the OMol25 dataset.

```
118
C47H59IrN4O5SSb (ωB97M-V with the def2-TZVPD basis set)
C 4.31364 -0.83103 -5.62601
C -3.43412 3.79257 -1.56238
H 5.16433 -1.01966 -6.26296
H 4.96759 1.16001 -5.08664
C 3.60829 -3.14000 0.27777
C 2.12402 -0.34260 -4.06187
H 2.69219 -3.40919 -1.61920
C 4.45700 -4.27264 0.88247
C -5.81646 0.51886 -5.19618
C 5.04218 -2.14988 4.43548
H 2.02525 -5.28963 2.03923
C -2.83301 1.72736 -0.43259
C 1.32573 -3.70893 3.24978
H 5.99882 -1.19460 1.93302
H -1.70474 2.54359 -6.31537
C -2.18061 0.47295 -6.50907
H 5.74561 -2.77349 3.90281
C -0.48550 0.15653 -4.37758
C -0.69168 2.74414 6.38267
C 4.22732 0.37583 -4.96095
H 6.16674 0.13205 3.05215
C 0.29870 -0.53432 7.60673
C -0.35714 1.38771 6.24044
H -0.64148 -3.64854 4.07801
H 2.87440 -0.47550 4.96635
Sb 2.66677 -2.05555 2.13406
H 2.20433 -3.29690 5.18776
C -6.14819 2.77015 -4.36957
H -6.39013 3.80840 -4.45461
C -5.44380 0.10151 -3.91034
H 5.21059 -3.88107 1.60253
C 2.39387 -3.61870 -0.59299
O -7.04826 3.55982 0.14825
H 0.51980 -5.68004 2.83311
C 3.28592 -1.77414 -5.54371
C -1.11939 3.25531 -1.12458
C 3.10395 0.61367 -4.14711
C -0.55882 5.36321 3.16829
C -1.55445 1.58147 -5.92074
C 4.42631 -2.03672 -0.34636
H -5.32614 0.71154 -1.78089
C -5.89772 -0.47878 -6.35081
N -1.54488 2.08586 -0.44791
H -2.38594 -1.64517 -6.45979
H -1.70519 4.95786 -2.19024
H 4.29517 -2.83134 4.81019
C -1.95557 -0.79297 -5.96741
C -0.46606 3.01220 3.99302
H -0.05976 3.41300 -1.21586
H -0.09330 -1.40988 7.01598
H 2.96457 1.48615 -3.49698
H 4.21672 0.60567 4.75018
H 4.87778 -2.39459 -1.29572
H -4.14509 4.50024 -1.97516
H -1.55361 5.64168 3.55119
N -0.44087 -1.46375 0.66756
C -0.49643 3.88049 2.83117
H -2.80417 0.59143 -7.38989
H 3.81811 -1.17359 -0.58543
Ir -0.46651 1.54832 1.11752
H 0.19856 -2.18918 4.36494
H -5.09100 2.24184 0.77427
H -6.35788 2.16245 -6.43080
H 1.35619 -2.27561 -4.66829
C 1.07157 -4.90961 2.32728
C 5.41470 -0.46013 2.51018
C -3.78947 2.68864 -0.81354
H -5.47964 -0.01282 -7.24985
C 2.11854 -4.13310 4.51872
H 1.59939 -4.93447 5.01958
C -6.00445 2.27136 -3.04300
O -0.52501 3.56597 1.62234
C 2.20929 -1.56003 -4.72569
C 3.52587 -0.04641 4.20491
C -0.66935 1.42921 -4.87128
C -6.26317 3.04710 -0.62932
H 1.33010 -0.34656 7.33154
H 0.27792 -0.68103 8.68843
H 3.12778 -4.48774 4.33212
H -0.92029 -1.93558 -4.41055
H 1.47471 -3.03227 -0.47376
H -7.22093 3.72284 -2.22207
H 2.85116 0.54518 3.54949
O 0.64394 1.29787 2.78413
C -0.45181 -0.31018 0.72687
H 0.46436 -4.59836 1.43839
C -6.09984 1.88874 -5.41239
H 3.89974 -5.02656 1.48095
H -0.49139 -2.51197 2.77191
N -5.05193 2.54074 -0.22367
O -0.50881 0.63295 7.37618
C 0.04921 -2.95577 3.62213
O 0.89474 1.35720 -2.42969
H -3.08426 0.68590 -0.23427
H 0.19294 5.68466 3.86858
H -5.33964 -1.35636 -6.08763
H 4.90111 0.15686 1.79208
H -0.45012 5.89965 2.26479
N -6.43750 3.10968 -2.00377
C 0.02156 0.86746 5.00512
H 5.56567 -1.71068 5.27653
H -1.15030 4.57810 5.30177
C 0.01608 1.67929 3.90106
H 5.25531 -1.69983 0.29702
H 0.45021 -0.13324 4.88152
C 4.41812 -1.09694 3.50043
H 5.00385 -4.73189 0.08260
C -5.52134 0.97511 -2.82006
C -2.07490 4.07262 -1.70080
H -0.06123 2.20155 -4.39889
C -0.81822 3.54604 5.24916
H 3.40727 -2.72962 -6.06324
H -5.07287 -0.93315 -3.76521
H 2.15645 -4.67059 -0.41318
H -0.83762 3.13966 7.38202
C -1.12198 -0.96005 -4.87166
S 0.69990 -0.03113 -2.98653
H -6.96802 -0.70420 -6.57878
```

ΔE to the lowest compared entry with this formula, charge and spin in kcal per mole: 0.0
Multiplicity: 6
Gap between HOMO and LUMO (spin up / spin down) in eV: 5.07 / 2.95
<S²>: 8.79
Total charge: +2

---

Entry 3:
The following is a quantum chemistry calculation of a molecular structure, C47H60N3OP3Si2V at a distorted geometry, from the OMol25 dataset.

```
117
C47H60N3OP3Si2V (ωB97M-V with the def2-TZVPD basis set)
H -1.73490 2.10676 1.92886
H 0.28480 -2.12514 -0.65204
C -3.54900 -4.55334 0.01196
P 2.46790 -0.98504 0.26056
C 1.64940 -2.22294 4.03976
H -0.29460 -4.14634 -4.41454
H 6.03500 1.93706 2.10026
C -3.18910 -2.17124 -0.06004
C -2.88580 -3.43054 0.47156
H 1.12480 4.99356 2.35486
C 2.23680 3.50786 0.31106
C 1.58720 -1.23974 -3.68154
H -2.38350 4.49706 -1.39564
C 0.00770 2.36166 -2.92534
C -0.25670 -3.84744 -3.36974
C 3.73510 -3.24464 3.42056
C -1.38240 -0.55414 3.22356
H 1.18430 5.83436 0.80436
C -5.20020 2.36716 -1.11424
P -0.27490 2.99406 -0.26184
H 4.89330 -5.30634 -2.50664
H -3.32420 -5.52204 0.43236
H 4.48320 -2.77274 1.47176
H -0.03660 1.34996 -2.50974
C 5.43990 1.67056 1.23816
H 2.13310 1.54286 2.73906
C -1.60900 -1.14524 -4.13454
C -3.80090 -1.43634 4.30906
H -2.12760 -3.51614 1.24286
H -1.59720 -1.39974 -5.19184
H -4.47480 -1.62384 2.28776
C -4.81780 -3.19734 -1.51094
Si 0.32480 -0.18954 2.47346
H 1.78220 -0.25994 -3.24654
H 6.42850 3.05126 -0.06304
N 0.85860 3.74486 0.70236
N -0.00590 3.33746 -1.84984
H -3.60890 4.31016 -0.13874
H -4.38240 -1.10494 -1.50564
C -5.36180 1.95756 0.19956
C -4.14970 -2.06534 -1.06794
H 5.99410 -3.10294 -2.52174
C 1.12370 1.42676 3.12796
H -1.64440 3.83486 2.34076
C 2.71430 -3.05354 4.34006
H -1.62070 -0.06064 -4.07144
H -2.35360 0.67886 -1.84984
C -4.51880 -4.44104 -0.97654
C 4.44050 -2.13534 -1.42264
C -2.54720 4.47106 -0.32124
H 1.68170 -3.69254 -0.19514
H 0.58450 -4.35874 -2.91264
H 0.55870 2.32196 2.88386
H 2.87300 3.46586 1.19496
C -3.36690 0.62856 0.03336
H -4.72020 -1.81594 4.72796
H 1.20600 1.36346 4.21236
H 4.94650 -1.18134 -1.41884
H 2.61500 4.29786 -0.34224
C 3.20410 -4.62864 -1.37324
Si -0.12910 -1.94884 -3.23954
H 2.29250 2.55766 -0.21994
H -5.92300 3.03046 -1.56394
H -0.83240 2.51056 -3.60784
H 1.18880 4.83296 -2.71684
C 5.65800 2.30166 0.02206
C 5.03550 -3.22544 -2.04134
O -0.07410 1.48136 -0.09764
C -4.45110 1.08416 0.77826
H -4.58810 0.75756 1.79946
C 4.46680 0.69106 1.35646
C -1.56320 -0.61684 4.60396
H 0.86750 -2.06674 4.76336
H -0.76760 -0.32404 5.27206
H 5.06130 2.45936 -2.03154
P -2.28010 -0.72074 0.58986
H -5.04030 -5.32014 -1.32144
C 4.89050 1.96866 -1.08614
C -2.45730 -0.88354 2.39236
C 3.90660 1.00246 -0.97364
C 0.19780 4.71916 -2.27274
H -0.54010 5.01496 -3.01994
H -2.27590 5.43896 0.10516
C -3.19510 1.06226 -1.28164
H 4.56420 -3.89094 3.66096
H -1.16460 -4.20974 -2.89484
H 0.93030 2.47456 -3.50054
N -1.80660 3.35646 0.26096
C 0.68080 5.03636 1.35686
H -0.37050 5.29056 1.44826
H -3.98960 2.25436 -2.87594
H -2.88250 -1.11004 6.21596
C -0.46990 -1.66594 -1.33334
C -4.10990 1.93016 -1.85264
H -3.17410 3.13076 1.80636
C 4.41810 -4.46614 -2.02534
H -5.58940 -3.10444 -2.26184
C 3.70490 0.34406 0.24346
V 0.09060 -0.21344 -0.14074
H 3.30140 0.73276 -1.83304
C 3.21580 -2.29414 -0.77814
C -3.65940 -1.33614 2.93476
C 1.58460 -1.57414 2.81296
C 2.61000 -1.78754 1.88566
C 3.68590 -2.61714 2.18776
C -2.76220 -1.05484 5.14436
C -2.09460 3.10316 1.66806
H -2.54630 -1.52094 -3.73344
H 2.37610 -1.91584 -3.36334
H 1.67400 -1.14064 -4.75904
H 2.73380 -5.59804 -1.33534
H -1.36850 -2.27064 -1.23184
C 2.60610 -3.55034 -0.74864
H 4.32090 0.17806 2.29796
H -6.20490 2.31236 0.77426
H 0.11410 5.38736 -1.41874
H 2.75420 -3.53994 5.30036
```

ΔE to the lowest compared entry with this formula, charge and spin in kcal per mole: 20.1
Gap between HOMO and LUMO in eV: 7.01
Total charge: +3

---

The highest total charge belongs to which entry?
C47H60N3OP3Si2V

---

Which value of total charge does entry 1 give?
0